103
Properties=species:S:1:pos:R:3:forces:R:3 method="wB97M-V/def2-TZVPD" e_homo_ha=-0.370 gap_ha=0.2795 total_charge=+1 e_above_lowest_kj_mol=108.54
In -0.0279 -0.5283 0.4397 -0.25 0.40 1.00
C -2.3444 -2.3231 1.5288 0.11 -0.02 0.10
P -0.7026 -2.1784 2.3872 0.00 -0.32 0.16
C 0.0912 -3.8125 2.4944 -0.09 0.32 -0.02
C -0.4676 -4.8118 3.2887 0.04 0.07 -0.07
C 0.1634 -6.0378 3.3930 -0.07 -0.07 0.06
C 1.3366 -6.2802 2.6945 0.00 0.08 -0.07
C 1.8851 -5.2915 1.8927 0.07 -0.07 0.07
C 1.2773 -4.0507 1.8070 0.00 0.11 -0.03
C -1.0485 -1.7019 4.1098 0.10 0.11 -0.31
C -2.2197 -2.0742 4.7619 0.05 0.02 -0.08
C -2.3937 -1.7681 6.1003 -0.07 -0.03 0.03
C -1.4077 -1.0855 6.7941 0.02 0.01 -0.02
C -0.2465 -0.6956 6.1451 0.04 0.04 0.08
C -0.0664 -1.0029 4.8077 0.03 -0.02 -0.19
C -2.8179 -0.9150 1.3554 -0.41 0.02 0.15
C -3.7778 -0.1472 1.9754 0.04 -0.29 0.02
C -3.5601 1.1952 1.5740 0.07 0.20 -0.11
C -2.4775 1.1885 0.7245 -0.30 0.18 -0.02
C -1.5576 2.2340 0.1732 0.06 -0.12 -0.02
P -0.1156 2.1019 1.3401 0.03 0.73 -0.19
C 1.3275 2.9368 0.5998 -0.12 -0.09 0.16
C 1.2552 3.7879 -0.4954 -0.05 -0.09 0.20
C 2.4150 4.3249 -1.0281 -0.04 0.10 -0.10
C 3.6480 4.0068 -0.4853 0.00 0.03 -0.02
C 3.7260 3.1409 0.5961 0.08 -0.06 0.10
C 2.5710 2.6081 1.1393 -0.15 0.18 0.07
C -0.6458 3.2766 2.6381 0.18 -0.39 -0.03
C -1.1244 2.8449 3.8675 0.04 -0.09 -0.10
C -1.5857 3.7743 4.7860 -0.06 0.02 0.11
C -1.5785 5.1247 4.4802 0.05 -0.06 0.05
C -1.0824 5.5553 3.2602 -0.01 0.07 -0.07
C -0.6157 4.6364 2.3409 0.00 -0.05 -0.01
N -2.0652 -0.0980 0.5633 0.64 -0.19 -0.25
H -3.0495 -2.9539 2.0713 0.07 0.02 -0.08
H -2.1161 -2.7791 0.5573 -0.12 -0.11 0.15
H -1.3846 -4.6268 3.8300 -0.06 -0.01 0.09
H -0.2590 -6.8082 4.0209 -0.05 -0.05 0.03
H 1.8223 -7.2402 2.7782 0.04 -0.09 -0.01
H 2.7891 -5.4831 1.3344 0.08 -0.01 -0.01
H 1.7156 -3.2743 1.1913 -0.06 -0.13 0.02
H -2.9978 -2.6030 4.2331 -0.09 -0.05 -0.04
H -3.3017 -2.0672 6.6032 -0.05 -0.01 0.03
H -1.5454 -0.8591 7.8405 -0.01 0.04 0.08
H 0.5172 -0.1547 6.6847 0.06 0.02 0.02
H 0.8422 -0.7033 4.2952 0.00 0.01 0.05
H -4.5330 -0.4974 2.6538 -0.15 -0.07 0.09
H -4.1324 2.0514 1.8790 -0.06 0.17 0.05
H -1.9843 3.2385 0.1612 0.07 -0.10 -0.05
H -1.2278 1.9306 -0.8304 -0.09 0.23 0.01
H 0.2952 4.0128 -0.9383 -0.04 0.06 -0.08
H 2.3498 4.9880 -1.8757 0.02 0.10 -0.11
H 4.5467 4.4432 -0.8953 0.08 0.00 -0.06
H 4.6889 2.8779 1.0075 0.10 0.02 0.10
H 2.6174 1.9366 1.9931 0.09 0.01 -0.06
H -1.1456 1.7889 4.1013 -0.01 -0.08 0.03
H -1.9495 3.4415 5.7454 -0.08 -0.05 0.09
H -1.9508 5.8450 5.1915 -0.02 0.06 0.11
H -1.0554 6.6076 3.0227 -0.02 0.11 -0.01
H -0.2293 4.9749 1.3905 0.04 0.07 -0.05
O 0.1484 -4.0826 -5.7490 0.12 -0.29 -0.35
C 0.2850 -3.8253 -4.4424 -0.21 0.22 0.11
O 0.9179 -4.5378 -3.7176 0.01 0.08 -0.12
C -0.4047 -2.6095 -3.9489 -0.22 0.30 -0.07
C -1.4814 -1.8968 -4.4704 0.28 -0.26 0.23
Cl -2.3824 -2.1909 -5.8976 0.10 -0.04 0.18
N -1.8098 -0.9281 -3.5835 0.44 -0.54 -0.44
N -1.0041 -0.9802 -2.5143 0.30 0.00 0.49
C -0.1538 -1.9713 -2.7161 -0.58 -0.05 -0.63
C 0.8965 -2.1877 -1.6794 0.65 -0.11 -0.85
O 2.0813 -2.1380 -1.9438 -0.15 -0.44 -0.26
O 0.4272 -2.2841 -0.4855 -0.28 -0.42 0.60
C -2.8194 0.0568 -3.6540 -0.64 0.60 0.14
C -3.4616 0.3988 -2.4689 0.09 -0.20 -0.07
C -4.4134 1.3997 -2.4693 0.00 0.03 -0.03
C -4.7334 2.0522 -3.6471 -0.01 0.07 -0.01
C -4.1061 1.6937 -4.8266 -0.01 0.05 -0.04
C -3.1431 0.7005 -4.8431 0.20 -0.11 0.10
H -0.4246 -3.4487 -6.2074 0.13 -0.08 0.20
H -3.2036 -0.1196 -1.5585 0.02 -0.01 0.06
H -4.9051 1.6699 -1.5493 -0.05 0.00 0.17
H -5.4610 2.8478 -3.6453 -0.13 0.06 -0.01
H -4.3524 2.2056 -5.7427 -0.03 0.04 -0.13
H -2.6502 0.4516 -5.7698 0.09 0.02 0.01
C 3.9372 0.9840 -5.1430 0.16 -0.13 0.04
C 4.6484 0.0972 -4.1257 -0.21 -0.03 0.12
C 4.1406 -1.3400 -4.1604 0.12 0.19 -0.04
C 4.5528 0.6931 -2.7095 0.92 0.19 -0.85
N 3.2448 0.6111 -2.1190 -0.57 -0.69 1.59
C 2.8928 0.0709 -0.9503 0.25 0.25 -0.14
N 1.6249 0.3532 -0.7538 0.27 -0.62 0.48
N 1.2047 1.0174 -1.8246 -0.73 0.49 -0.43
N 2.1607 1.1809 -2.6297 -0.03 0.71 -1.09
H 4.0960 0.5897 -6.1427 -0.01 -0.01 -0.13
H 4.3350 1.9967 -5.1091 -0.03 0.14 -0.05
H 2.8685 1.0239 -4.9489 -0.05 0.01 -0.07
H 5.7176 0.0893 -4.3638 -0.03 0.08 0.10
H 3.0786 -1.3977 -3.9391 -0.08 -0.01 0.02
H 4.6637 -1.9518 -3.4295 0.01 -0.16 0.08
H 4.3048 -1.7723 -5.1432 0.05 -0.04 -0.11
H 4.8216 1.7531 -2.7481 0.03 -0.09 0.13
H 5.2437 0.1776 -2.0414 -0.14 0.03 0.07
H 3.5283 -0.4734 -0.2843 0.20 -0.13 0.04